{
  "formula": "C2Br2F4O2S",
  "method": "ωB97M-V/def2-TZVPD",
  "e_homo_ev": -11.2,
  "spin_multiplicity": 1,
  "homo_lumo_gap_ev": 8.71,
  "relative_energy_ev": 1.871,
  "elements": ["F", "C", "Br", "O", "S", "C", "O", "Br", "F", "F", "F"],
  "positions_angstrom": [[-0.906, -0.305, -1.397], [-0.404, 0.362, 0.642], [-0.745, 2.621, -0.014], [1.564, 0.722, -1.425], [1.366, 0.352, -0.073], [-1.267, -0.460, -0.123], [2.064, 0.832, 1.088], [-3.171, -0.102, -0.001], [1.577, -1.278, -0.071], [-0.566, 0.246, 1.953], [-1.131, -1.763, 0.291]],
  "nbo_charge": [-0.30, 0.20, -0.06, -0.81, 2.31, 0.50, -0.85, 0.07, -0.49, -0.27, -0.31]
}

***

{
  "formula": "C9H19N2",
  "method": "ωB97M-V/def2-TZVPD",
  "e_homo_ev": -13.6,
  "total_charge": 1,
  "spin_multiplicity": 1,
  "homo_lumo_gap_ev": 9.64,
  "relative_energy_ev": 3.565,
  "elements": ["H", "C", "H", "H", "N", "N", "H", "H", "H", "C", "H", "C", "H", "C", "H", "C", "C", "H", "H", "H", "H", "H", "H", "H", "C", "C", "H", "H", "H", "C"],
  "positions_angstrom": [[1.188, -2.501, -0.022], [1.929, 0.788, -1.124], [2.723, -1.031, 1.695], [-2.689, 2.613, -0.073], [0.373, 0.323, 0.675], [-2.120, -0.196, 0.120], [1.988, -1.731, -1.486], [0.195, 1.303, 0.772], [-1.735, -1.145, -1.642], [1.270, -1.627, -0.639], [0.259, -1.008, 2.374], [-2.598, -1.090, -0.902], [-3.542, -0.805, -1.399], [-1.558, 0.953, -0.280], [-1.909, 2.369, 1.499], [-1.568, -0.785, 1.268], [-0.267, -0.493, 1.559], [-2.174, -1.583, 1.600], [-0.998, 3.024, 0.269], [0.272, -1.558, -1.184], [3.595, -0.508, 0.333], [2.856, 0.714, 1.243], [-2.769, -2.015, -0.547], [1.155, 0.983, -1.878], [2.765, -0.307, 0.895], [1.558, -0.263, -0.033], [-1.581, 1.208, -1.327], [2.163, 1.644, -0.595], [2.913, 0.461, -1.568], [-1.694, 2.263, 0.398]],
  "nbo_charge": [0.24, -0.61, 0.22, 0.28, -0.57, -0.36, 0.25, 0.42, 0.21, -0.63, 0.24, -0.41, 0.23, 0.24, 0.26, -0.03, -0.02, 0.23, 0.26, 0.20, 0.23, 0.21, 0.22, 0.22, -0.62, 0.14, 0.22, 0.21, 0.24, -0.73]
}

***

{
  "formula": "C11H40O9",
  "method": "ωB97M-V/def2-TZVPD",
  "e_homo_ev": -9.5,
  "spin_multiplicity": 1,
  "homo_lumo_gap_ev": 9.92,
  "relative_energy_ev": 3.569,
  "elements": ["H", "C", "C", "H", "O", "H", "H", "C", "O", "C", "H", "C", "H", "H", "H", "C", "H", "C", "H", "H", "O", "H", "H", "H", "H", "H", "O", "H", "H", "H", "H", "H", "H", "H", "H", "H", "C", "H", "H", "H", "H", "H", "H", "O", "H", "C", "O", "O", "O", "H", "H", "C", "H", "H", "H", "H", "C", "H", "H", "O"],
  "positions_angstrom": [[-0.238, 5.538, -1.329], [-0.048, 0.225, -0.356], [-0.482, -3.894, -0.925], [-2.903, -4.079, 2.865], [-1.597, -3.091, -0.507], [-3.630, -1.038, 0.826], [1.152, 0.143, -3.963], [3.288, -0.603, 1.956], [1.300, 2.278, 4.487], [-4.984, 0.315, -0.182], [0.439, -3.320, -0.843], [-0.806, 4.226, -2.631], [-1.972, -1.912, 4.398], [-0.170, -0.040, -1.417], [-0.346, -4.722, -0.222], [-3.940, -0.779, -0.184], [2.059, 0.850, -0.633], [1.985, -1.413, -3.155], [0.400, 1.519, 2.780], [1.960, -1.554, 0.897], [2.806, -1.761, 1.315], [-4.396, -1.664, -0.639], [4.783, 0.939, -0.757], [5.975, 1.632, -1.810], [-1.013, 0.592, 0.003], [1.580, -2.078, -3.917], [4.121, 1.599, -2.614], [3.419, 0.948, -2.748], [-1.866, 4.423, -2.817], [-5.937, 0.021, 0.255], [1.286, 1.522, 0.791], [2.542, -0.117, 2.590], [-0.160, 4.685, -3.378], [-5.102, 0.682, -1.205], [5.343, -0.039, -2.172], [-5.151, 2.038, 0.774], [0.323, 2.358, 3.466], [-0.654, -4.300, -1.919], [-3.100, -0.470, -0.799], [1.454, -1.428, -2.199], [4.117, -0.903, 2.604], [0.891, 2.053, -0.826], [0.980, 2.709, 5.281], [0.196, -0.998, 0.368], [3.723, 0.129, 1.263], [5.122, 0.957, -1.799], [-4.438, 1.426, 0.576], [-2.173, -2.844, 4.277], [-0.483, 4.610, -1.297], [-0.686, 2.344, 3.890], [-1.900, -2.732, 2.246], [1.096, 1.163, -0.219], [-0.475, -1.653, 0.138], [0.436, 3.289, 2.902], [2.981, -1.782, -2.908], [-3.595, -2.438, 2.789], [-2.685, -3.016, 2.952], [-0.692, 3.143, -2.711], [-2.170, -3.612, 0.060], [2.039, -0.077, -3.668]],
  "nbo_charge": [0.47, -0.06, -0.26, 0.18, -0.75, 0.21, 0.47, -0.25, -0.73, -0.06, 0.19, -0.25, 0.47, 0.15, 0.18, -0.62, 0.22, -0.26, 0.18, 0.49, -0.75, 0.21, 0.16, 0.18, 0.18, 0.17, -0.74, 0.48, 0.16, 0.16, 0.22, 0.17, 0.17, 0.16, 0.16, 0.47, -0.25, 0.18, 0.21, 0.17, 0.18, 0.23, 0.47, -0.78, 0.15, -0.25, -0.74, -0.72, -0.72, 0.16, 0.17, -0.65, 0.50, 0.17, 0.19, 0.16, -0.26, 0.17, 0.48, -0.74]
}

***

{
  "formula": "C3H4Cl2O",
  "method": "ωB97M-V/def2-TZVPD",
  "e_homo_ev": -10.6,
  "spin_multiplicity": 1,
  "homo_lumo_gap_ev": 10.75,
  "relative_energy_ev": 2.688,
  "elements": ["H", "C", "C", "H", "H", "Cl", "O", "Cl", "C", "H"],
  "positions_angstrom": [[0.173, -1.407, -0.094], [0.235, -0.584, -0.411], [-1.045, 0.158, 0.154], [0.247, -0.449, -1.521], [-1.336, 0.190, 1.224], [-2.705, -0.298, -0.266], [2.520, 0.170, -0.477], [-0.876, 2.027, -0.246], [1.458, 0.004, 0.235], [1.329, 0.188, 1.400]],
  "nbo_charge": [0.20, -0.49, -0.16, 0.25, 0.24, 0.00, -0.50, -0.11, 0.43, 0.14]
}

***

{
  "formula": "C19H28NPPbS",
  "method": "ωB97M-V/def2-TZVPD",
  "e_homo_ev": [-14.3, -13.1],
  "total_charge": 2,
  "spin_multiplicity": 1,
  "homo_lumo_gap_ev": [4.59, 3.11],
  "relative_energy_ev": 0.117,
  "elements": ["H", "H", "H", "H", "H", "H", "H", "C", "H", "H", "H", "P", "H", "H", "C", "C", "H", "H", "H", "C", "H", "H", "H", "C", "H", "H", "H", "H", "C", "H", "S", "H", "C", "C", "C", "C", "H", "N", "C", "C", "C", "C", "C", "H", "H", "Pb", "C", "C", "C", "C", "H"],
  "positions_angstrom": [[3.088, 1.973, -2.267], [2.045, -2.199, -3.071], [-2.051, -2.436, -0.325], [-0.549, 3.271, -2.182], [2.471, 3.554, 0.421], [1.565, 4.504, -0.786], [0.748, 3.897, 0.687], [0.669, -1.288, 4.386], [-2.946, -1.847, -3.740], [-0.110, -3.697, -2.173], [2.041, -0.776, 5.915], [1.091, 2.088, -0.903], [-1.664, 1.407, 5.925], [2.648, -1.679, -0.040], [-1.391, 1.303, -2.021], [0.314, 0.529, 5.930], [-0.023, 1.665, 1.621], [2.041, 3.323, -2.839], [-1.128, 2.881, -0.547], [2.035, 2.278, -2.461], [0.493, 1.155, 1.449], [1.254, -2.099, 3.935], [0.643, -1.110, -2.936], [-1.389, 0.063, -1.369], [-2.251, -3.184, -1.896], [1.617, 1.606, -3.240], [-0.168, -3.697, -0.399], [2.649, -3.391, -0.456], [-0.176, -3.046, -1.286], [-3.288, 0.452, -4.728], [-1.141, -2.005, 2.458], [2.179, -0.745, -2.068], [1.098, -0.521, 5.458], [1.989, -2.545, -0.198], [-0.988, 0.697, 5.469], [-1.853, -1.096, -2.000], [-2.181, 2.436, -3.647], [1.012, -2.262, -1.223], [1.498, 3.661, -0.081], [-1.459, -0.072, 4.415], [-2.123, 1.444, -3.206], [-2.711, 0.325, -3.798], [-0.622, -1.064, 3.835], [-2.481, 0.017, 4.013], [1.496, -2.804, 0.754], [-1.399, 0.296, 0.937], [1.483, -1.545, -2.375], [-1.642, -2.438, -1.354], [-0.605, 2.474, -1.435], [-2.542, -0.953, -3.236], [0.713, 1.202, 6.677]],
  "nbo_charge": [0.26, 0.22, 0.21, 0.28, 0.26, 0.26, 0.24, -0.17, 0.25, 0.21, 0.25, 0.93, 0.25, 0.21, -0.08, -0.09, 0.00, 0.26, 0.24, -0.95, 0.06, 0.25, 0.21, -0.28, 0.25, 0.25, 0.23, 0.22, -0.21, 0.26, -0.01, 0.21, -0.20, -0.42, -0.19, 0.02, 0.25, -0.34, -0.96, -0.22, -0.20, -0.14, -0.20, 0.24, 0.21, 1.27, -0.42, -0.45, -0.77, -0.21, 0.25]
}

***

{
  "formula": "C12H21N3O2S",
  "method": "ωB97M-V/def2-TZVPD",
  "e_homo_ev": -7.9,
  "spin_multiplicity": 1,
  "homo_lumo_gap_ev": 8.64,
  "relative_energy_ev": 1.055,
  "elements": ["H", "H", "H", "H", "C", "H", "H", "C", "H", "C", "H", "H", "H", "N", "C", "C", "H", "C", "H", "H", "C", "H", "O", "H", "C", "C", "C", "C", "N", "H", "H", "H", "H", "H", "H", "C", "S", "N", "O"],
  "positions_angstrom": [[2.040, 1.307, 2.606], [1.517, 0.096, -1.613], [2.880, -0.034, 0.623], [-2.366, -0.080, 2.491], [1.232, 1.260, -4.247], [0.444, 1.295, 4.555], [-0.323, 1.332, 2.947], [-0.593, 0.080, -1.688], [1.759, -0.558, -5.134], [1.074, -0.027, -4.487], [0.771, -1.373, -0.988], [-2.885, -1.279, 3.678], [2.040, 1.819, -4.683], [-0.871, -0.232, -2.994], [2.016, 0.213, 2.596], [0.679, -0.283, -1.022], [0.557, 1.818, -3.618], [-2.131, 0.249, -3.272], [-1.392, -1.527, 2.773], [2.928, -0.165, 3.072], [-2.020, -0.779, 3.249], [0.392, -1.796, -3.499], [1.926, -1.718, 1.166], [-0.683, -1.191, -4.782], [1.959, -0.312, 1.149], [0.742, 0.257, 0.404], [-0.019, 0.674, 3.773], [-1.238, -0.051, 4.335], [-2.531, 0.814, -2.106], [-0.897, -0.766, 5.085], [-1.877, 0.685, 4.826], [0.793, 1.346, 0.387], [1.313, -1.968, 1.871], [-3.412, 1.266, -1.928], [-0.168, -0.037, 0.927], [-0.030, -0.892, -3.951], [-2.953, 0.139, -4.685], [-1.585, 0.707, -1.138], [0.912, -0.290, 3.323]],
  "nbo_charge": [0.18, 0.23, 0.17, 0.21, -0.40, 0.17, 0.16, 0.38, 0.21, -0.18, 0.24, 0.21, 0.21, -0.39, -0.08, -0.45, 0.20, 0.22, 0.21, 0.19, -0.61, 0.22, -0.72, 0.27, 0.08, -0.42, -0.05, -0.41, -0.39, 0.21, 0.20, 0.21, 0.48, 0.43, 0.22, -0.27, -0.26, -0.29, -0.57]
}

***

{
  "formula": "C22H14ClCoN4OSSe",
  "method": "ωB97M-V/def2-TZVPD",
  "e_homo_ev": -7.2,
  "spin_multiplicity": 1,
  "homo_lumo_gap_ev": 6.01,
  "elements": ["C", "C", "H", "C", "Co", "H", "H", "C", "N", "C", "C", "C", "H", "C", "C", "C", "C", "N", "H", "H", "Cl", "C", "C", "N", "H", "S", "H", "H", "C", "C", "H", "C", "Se", "O", "H", "N", "C", "H", "C", "C", "C", "H", "C", "C", "H"],
  "positions_angstrom": [[0.178, -1.961, 1.517], [-3.149, 1.870, 0.203], [1.891, -0.584, 2.711], [-2.689, 1.082, -3.867], [-0.491, 0.676, 0.758], [0.043, -0.902, -3.582], [5.168, 1.268, 0.652], [-1.639, 0.283, -4.221], [1.427, 0.814, 1.271], [-4.095, 2.420, -0.684], [0.378, -2.920, 2.552], [3.203, 1.902, 0.111], [-4.683, 2.613, -2.727], [0.914, -2.166, 0.307], [1.844, 1.717, 0.373], [-2.023, 0.876, -1.554], [-0.927, 0.064, -1.935], [-0.215, -0.410, -0.821], [-1.474, 0.042, -5.263], [-0.193, -2.792, 3.462], [3.166, -5.398, 1.114], [-2.913, 1.391, -2.504], [0.588, -1.423, -0.854], [-1.010, 1.684, 2.261], [0.937, -1.806, -1.812], [0.478, 2.492, -0.348], [1.438, -4.633, 3.235], [-4.892, 3.029, -0.283], [1.832, -3.237, 0.195], [4.107, 1.151, 0.830], [-3.195, 2.054, 1.268], [2.303, 0.092, 1.973], [-1.467, 3.588, 4.451], [-0.634, -0.991, 1.734], [2.372, -3.379, -0.734], [-2.153, 1.131, -0.220], [-0.758, -0.252, -3.258], [-3.358, 1.485, -4.617], [2.029, -4.090, 1.237], [-3.976, 2.190, -2.023], [3.658, 0.240, 1.790], [3.511, 2.618, -0.637], [1.284, -3.934, 2.423], [-1.165, 2.445, 3.130], [4.349, -0.341, 2.383]],
  "nbo_charge": [0.42, 0.11, 0.23, -0.18, 1.07, 0.22, 0.22, -0.19, -0.47, -0.25, -0.24, -0.28, 0.23, -0.27, 0.09, 0.23, 0.14, -0.50, 0.22, 0.23, 0.00, -0.10, 0.22, -0.63, 0.19, -0.08, 0.23, 0.24, -0.15, -0.13, 0.25, 0.07, -0.24, -0.67, 0.22, -0.43, -0.21, 0.22, -0.10, -0.11, -0.28, 0.23, -0.18, 0.19, 0.23]
}

***

{
  "formula": "C6H9NO2",
  "method": "ωB97M-V/def2-TZVPD",
  "e_homo_ev": -9.5,
  "spin_multiplicity": 1,
  "homo_lumo_gap_ev": 9.62,
  "relative_energy_ev": 4.527,
  "elements": ["H", "C", "H", "C", "H", "H", "C", "C", "C", "H", "N", "H", "H", "H", "O", "C", "H", "O"],
  "positions_angstrom": [[1.602, 0.459, -1.214], [-1.984, -0.788, 1.245], [-0.479, -2.592, -1.252], [0.706, -1.234, -0.135], [1.909, 0.391, 0.444], [-1.011, 2.688, 1.170], [-1.108, -0.293, 0.565], [-0.095, 2.115, 1.042], [0.183, -1.752, -1.455], [0.157, 1.593, 1.964], [1.235, 0.214, -0.298], [0.715, 2.803, 0.779], [-0.357, -0.981, -2.004], [-2.710, -1.334, 1.804], [1.231, -1.909, 0.725], [-0.278, 1.176, -0.130], [1.037, -2.083, -2.054], [-0.753, 1.528, -1.196]],
  "nbo_charge": [0.41, -0.23, 0.25, 0.72, 0.41, 0.25, -0.25, -0.69, -0.72, 0.23, -0.75, 0.22, 0.25, 0.23, -0.55, 0.63, 0.24, -0.65]
}

***

Max |F| for the records above, in order: 4.89; 4.06; 1.51; 13.64; 2.41; 0.99; 0.99; 2.80 eV/Å